Density functional theory data (wB97M-V/def2-TZVPD) for a cluster of 2 separate species, C2H8N2O in total at a distorted geometry.

* calculated total energy: -265.6821 a.u.
* spin multiplicity: 1
* HOMO: -9.176 eV
* relative energy (zero: lowest compared OMol25 entry of this formula, charge and spin): 265.3 kJ/mol
* lowest unoccupied orbital energy: 0.64 eV
* structure (SMILES): C/N=C\N.O

Atoms and positions in Å:
C 1.03098 1.97164 -0.44038
N 0.85839 1.09191 -1.57675
C 0.40818 -0.08477 -1.38335
N 0.39333 -0.74646 -0.06827
H 0.01347 2.14181 0.07473
H 1.77812 1.59903 0.27573
H 1.29168 2.95405 -0.83953
H -0.52367 -0.36080 -1.87970
H 0.79593 -0.24820 0.73296
H -0.53976 -0.91988 0.31707
O -2.15320 -2.18944 1.49018
H -2.03618 -3.13973 1.32891
H -1.31726 -2.06916 1.96842

Density functional theory data (wB97M-V/def2-TZVPD) for a cluster of 2 separate species, C2H8N2O2 in total at a distorted geometry.

* calculated total energy: -341.0073 a.u.
* spin multiplicity: 1
* HOMO: -9.492 eV
* relative energy (zero: lowest compared OMol25 entry of this formula, charge and spin): 60.6 kJ/mol
* lowest unoccupied orbital energy: 0.65 eV
* structure (SMILES): CNC(N)=O.O

Atoms and positions in Å:
C 0.74534 1.46962 -0.84814
N 0.29776 0.11862 -0.39972
C 0.32504 -0.15961 0.92036
N 0.27333 -1.47826 1.31277
O 0.59241 0.68786 1.78062
H -0.13259 2.07862 -0.99899
H 1.45226 1.20938 -1.63940
H 1.32430 1.87892 -0.02000
H 0.22757 -0.65237 -1.04114
H -0.28413 -2.09628 0.76445
H 0.68189 -1.73249 2.19434
O -1.75790 -0.59877 -1.99005
H -2.54235 -0.59551 -2.54389
H -1.76637 0.07734 -1.31517

Density functional theory data (wB97M-V/def2-TZVPD) for a cluster of 2 separate species, C2H8N2O2 in total at a distorted geometry.

* calculated total energy: -340.9638 a.u.
* spin multiplicity: 1
* HOMO: -9.862 eV
* relative energy (zero: lowest compared OMol25 entry of this formula, charge and spin): 175.0 kJ/mol
* lowest unoccupied orbital energy: 0.87 eV
* structure (SMILES): O=CO.NCN

Atoms and positions in Å:
O 3.46550 -5.23349 -1.09263
C 3.20413 -4.22093 -0.59324
O 3.77837 -3.80531 0.57343
H 2.77067 -3.29040 -1.03571
H 4.35014 -4.57690 0.86529
N -2.49972 2.75881 -0.83818
C -2.08246 2.43148 0.59540
N -0.92460 1.55529 0.81228
H -2.26728 3.76049 -0.93210
H -3.55685 2.70680 -0.97367
H -2.95224 2.03631 1.10066
H -1.78024 3.37944 1.08830
H -1.26679 0.73364 0.35665
H -0.23865 1.76478 0.07353

Density functional theory data (wB97M-V/def2-TZVPD) for a cluster of 2 separate species, C2H8N2O2 in total at a distorted geometry.

* calculated total energy: -340.6559 a.u.
* spin multiplicity: 2
* HOMO (spin up / spin down): -14.922 / -14.882 eV
* relative energy (zero: lowest compared OMol25 entry of this formula, charge and spin): 85.9 kJ/mol
* lowest unoccupied orbital energy (spin up / spin down): -3.91 / -9.62 eV
* total charge: +1
* ⟨S²⟩: 0.765

Atoms and positions in Å:
C 0.32478 1.98236 -0.94126
N -0.09858 0.61463 -0.66837
C 0.75025 -0.48411 -0.48113
N 0.06431 -1.65605 -0.05037
O 1.94447 -0.38831 -0.33751
H 1.30552 2.17254 -0.50868
H 0.32874 2.18589 -2.00297
H -0.44543 2.57370 -0.43685
H -1.09246 0.44144 -0.48948
H -0.80331 -1.72195 -0.58441
H 0.62339 -2.48285 -0.25345
H -1.10397 -1.52150 2.90506
H -0.54231 -0.88800 1.60373
O -1.25540 -0.82781 2.24568

Density functional theory data (wB97M-V/def2-TZVPD) for a cluster of 2 separate species, C2H8N2O2P in total at a distorted geometry.

* calculated total energy: -682.3091 a.u.
* spin multiplicity: 1
* HOMO (spin up / spin down): -3.663 / -3.661 eV
* relative energy (zero: lowest compared OMol25 entry of this formula, charge and spin): 419.2 kJ/mol
* lowest unoccupied orbital energy (spin up / spin down): 3.93 / 3.93 eV
* total charge: -1

Atoms and positions in Å:
C -1.27017 -1.61381 0.54562
C 0.35967 0.25254 -0.96103
N 1.49687 1.57058 0.68876
N 1.15545 1.30779 -0.68374
O -2.34353 0.52844 -0.98904
O -1.16552 0.96500 1.22244
P -1.27531 0.12129 0.00359
H -1.83295 -1.51740 1.49016
H -1.74245 -2.18706 -0.25298
H -0.25761 -1.97548 0.87478
H 0.27023 0.08611 -1.93812
H 1.86739 -1.44012 -0.85681
H 0.65238 1.42837 1.11249
H 2.12168 0.82807 0.95283
H 1.96387 1.64570 -1.20894

Density functional theory data (wB97M-V/def2-TZVPD) for a cluster of 2 separate species, C2H8N2O3P in total at a distorted geometry.

* calculated total energy: -757.5635 a.u.
* spin multiplicity: 3
* HOMO (spin up / spin down): -3.148 / -5.352 eV
* relative energy (zero: lowest compared OMol25 entry of this formula, charge and spin): 150.2 kJ/mol
* lowest unoccupied orbital energy (spin up / spin down): 3.90 / 2.16 eV
* total charge: -1
* ⟨S²⟩: 2.008

Atoms and positions in Å:
C 1.11048 -0.97430 -0.67913
C 0.19221 0.22191 -0.73019
N 1.26983 1.68319 0.71611
N 0.95605 -1.86110 0.43166
O -2.14741 -1.07452 -0.48466
O -1.40379 0.46195 1.55053
O -2.27186 1.41553 -0.59399
P -1.51765 0.17354 0.06901
H 0.96936 -1.70395 -1.48723
H 2.24540 -0.72458 -0.48529
H 0.42155 0.69460 -1.61585
H 0.95581 1.01526 1.42992
H 0.38252 2.25605 0.52942
H -1.90848 2.17174 -0.27564
H 0.78626 -1.44559 1.35980
H -0.04029 -2.30973 0.26552

Density functional theory data (wB97M-V/def2-TZVPD) for a cluster of 3 separate species, C2H8N2O4 in total at a distorted geometry.

* calculated total energy: -491.5398 a.u.
* spin multiplicity: 1
* HOMO: -10.792 eV
* relative energy (zero: lowest compared OMol25 entry of this formula, charge and spin): 24.9 kJ/mol
* lowest unoccupied orbital energy: 0.59 eV
* structure (SMILES): NC(=O)NC=O.O.O

Atoms and positions in Å:
N -1.43840 -0.72464 0.03495
C -0.23578 -0.14669 0.03431
O -0.00714 1.02797 0.27004
N 0.85595 -0.96478 -0.35057
C 0.89507 -2.32425 -0.44716
O -0.07366 -3.04948 -0.45074
H -1.52444 -1.69651 -0.21366
H -2.20757 -0.07452 0.12367
H 1.68096 -0.43461 -0.59312
H 1.91564 -2.72368 -0.49648
O -2.73621 1.96642 0.35392
H -1.81698 2.29125 0.39445
H -2.96711 2.23618 -0.54448
O 2.72316 1.64814 0.31497
H 3.17403 1.32126 1.09560
H 1.76247 1.64794 0.47431

Density functional theory data (wB97M-V/def2-TZVPD) for a cluster of 2 separate species, C2H8N2OP in total at a distorted geometry.

* calculated total energy: -606.9760 a.u.
* spin multiplicity: 1
* HOMO: -1.953 eV
* relative energy (zero: lowest compared OMol25 entry of this formula, charge and spin): 71.5 kJ/mol
* lowest unoccupied orbital energy: 3.70 eV
* total charge: -1

Atoms and positions in Å:
C -1.02073 1.10158 -0.33260
C -1.73611 -1.25468 -0.10650
N 3.13564 1.43416 0.20302
N -1.36632 -0.01667 0.60754
O 4.25784 0.53316 0.59520
P 3.07205 -0.00826 -0.46430
H -1.48360 0.80581 -1.24483
H -1.49523 2.01843 0.07058
H 0.12913 1.15964 -0.34931
H -2.65789 -1.04216 -0.59832
H -0.80104 -1.60937 -0.66512
H -1.86752 -1.99265 0.69001
H -0.44334 -0.28892 1.04450
H 2.27712 -0.84007 0.55013

Density functional theory data (wB97M-V/def2-TZVPD) for a cluster of 2 separate species, C2H8N2P in total at a distorted geometry.

* calculated total energy: -531.5398 a.u.
* spin multiplicity: 1
* HOMO: -14.310 eV
* relative energy (zero: lowest compared OMol25 entry of this formula, charge and spin): 165.3 kJ/mol
* lowest unoccupied orbital energy: -4.91 eV
* total charge: +1

Atoms and positions in Å:
C -0.95903 0.19594 -0.54269
C 2.12943 -0.26410 1.07578
N -1.61106 0.44128 0.54353
N -1.44992 0.35011 -1.76584
P 1.53010 -0.31276 -0.62723
H 2.45046 -1.30113 1.36456
H 1.21957 0.00647 1.56388
H 2.97419 0.43448 1.01671
H -2.66272 0.53663 0.61101
H -1.26413 0.49553 1.56375
H -2.34101 0.71094 -1.87994
H -0.91508 0.27764 -2.52775
H 0.89920 -1.57102 -0.39577

Density functional theory data (wB97M-V/def2-TZVPD) for the ion C2H8N2P with charge +1 at a distorted geometry.

* calculated total energy: -531.5223 a.u.
* spin multiplicity: 1
* HOMO: -13.517 eV
* relative energy (zero: lowest compared OMol25 entry of this formula, charge and spin): 211.2 kJ/mol
* lowest unoccupied orbital energy: -3.67 eV
* total charge: +1
* structure (SMILES): C1NPC[NH2+]1

Atoms and positions in Å:
C -0.66985 -1.05518 0.08300
N 1.06682 -1.24501 -0.01319
P 1.80558 0.25297 0.01335
C 0.15913 1.19275 0.33056
N -0.89731 0.39404 -0.29967
H -1.19000 -1.85644 -0.43035
H -1.09456 -1.28760 1.16289
H 1.21619 -2.11673 0.46496
H 1.66226 0.64063 -1.46893
H 0.36762 2.26265 0.08966
H 0.13926 1.36066 1.46164
H -0.81008 0.63291 -1.34997
H -1.75506 0.82434 -0.04395

Density functional theory data (wB97M-V/def2-TZVPD) for a structure of composition C2H8N2S.

* calculated total energy: -588.6632 a.u.
* spin multiplicity: 1
* HOMO: -7.636 eV
* relative energy (zero: lowest compared OMol25 entry of this formula, charge and spin): 43.8 kJ/mol
* lowest unoccupied orbital energy: 0.53 eV

Atoms and positions in Å:
S -0.45089 -3.40096 -1.51622
H -1.69010 -3.02653 -1.17454
C 0.05230 1.63291 1.55964
N 0.38166 1.16921 0.21658
C 0.30171 -0.12085 -0.14471
N 0.38606 -0.62041 -1.32340
H -0.78740 2.31447 1.52659
H 0.89556 2.14286 2.01159
H -0.20324 0.77362 2.17888
H 0.30212 1.85087 -0.51636
H 0.16990 -0.82354 0.67562
H 0.57858 0.01961 -2.08090
H 0.06375 -1.91127 -1.41278

Density functional theory data (wB97M-V/def2-TZVPD) for a cluster of 2 separate species, C2H8N2S in total at a distorted geometry.

* calculated total energy: -588.6418 a.u.
* spin multiplicity: 1
* HOMO: -8.850 eV
* relative energy (zero: lowest compared OMol25 entry of this formula, charge and spin): 100.0 kJ/mol
* lowest unoccupied orbital energy: 1.05 eV
* structure (SMILES): [H]/N=C\N.CS

Atoms and positions in Å:
H 0.69041 -0.04456 3.19011
N 1.37792 0.75567 3.42160
C 1.23607 1.08945 4.63673
N 0.90687 0.21971 5.79994
H 1.64826 2.10055 4.95893
H 0.45192 -0.58051 5.45100
H 0.16941 0.65560 6.39000
C -0.98997 -0.23231 -5.80919
S -1.97767 -1.64153 -5.68587
H -1.54046 0.49080 -6.40434
H -0.00992 -0.46793 -6.13025
H -0.84609 0.23364 -4.73963
H -1.11674 -2.57859 -5.07904

Density functional theory data (wB97M-V/def2-TZVPD) for a cluster of 2 separate species, C2H8N2S2 in total at a distorted geometry.

* calculated total energy: -986.5059 a.u.
* spin multiplicity: 2
* HOMO (spin up / spin down): -12.639 / -12.429 eV
* relative energy (zero: lowest compared OMol25 entry of this formula, charge and spin): 108.8 kJ/mol
* lowest unoccupied orbital energy (spin up / spin down): -5.19 / -8.20 eV
* total charge: +1
* ⟨S²⟩: 0.754

Atoms and positions in Å:
C 0.09029 0.18374 -2.02338
S 0.43939 1.92865 -1.85992
S -1.59866 2.34558 -1.97617
H -0.72348 -0.01386 -2.76014
H 1.02424 -0.29134 -2.23607
H -0.43119 0.02223 -1.05489
H -1.39128 3.13235 -0.88419
N 0.97724 -0.99790 2.51863
C 0.36047 -1.00663 1.28937
N -0.87221 -1.13111 0.98218
H 0.64356 -1.41475 3.43634
H 2.00600 -1.45174 2.40452
H 0.91705 -0.52424 0.42110
H -1.44143 -0.78096 1.74262

Density functional theory data (wB97M-V/def2-TZVPD) for the ion C2H8N3 with charge +1 at a distorted geometry.

* calculated total energy: -244.9274 a.u.
* spin multiplicity: 1
* HOMO: -14.959 eV
* relative energy (zero: lowest compared OMol25 entry of this formula, charge and spin): 368.0 kJ/mol
* lowest unoccupied orbital energy: -4.30 eV
* total charge: +1
* structure (SMILES): [H]/N=C(/C)N[NH3+]

Atoms and positions in Å:
H 0.18695 -2.01282 0.52720
N -0.68946 -1.52394 0.35374
C -0.67900 -0.29720 0.16853
C -1.95802 0.44280 -0.04518
N 0.52942 0.54241 -0.09180
N 1.76859 -0.34054 -0.09101
H -2.07054 1.36859 0.60868
H -2.75466 -0.37125 0.25065
H -2.18314 0.87535 -1.07033
H 0.79905 1.14176 -0.89785
H 1.80952 -0.88389 0.85164
H 1.66781 -0.99950 -0.86155
H 2.51877 0.33381 -0.24128

Density functional theory data (wB97M-V/def2-TZVPD) for a cluster of 2 separate species, C2H8N3 in total.

* calculated total energy: -245.0292 a.u.
* spin multiplicity: 1
* HOMO: -14.834 eV
* relative energy (zero: lowest compared OMol25 entry of this formula, charge and spin): 100.8 kJ/mol
* lowest unoccupied orbital energy: -3.11 eV
* total charge: +1

Atoms and positions in Å:
C 2.58604 -0.98344 -0.74853
N 1.56747 -1.24402 -0.04144
H 2.49576 -0.27044 -1.56478
H 3.56189 -1.42857 -0.56560
H 1.72651 -2.05330 0.55959
N -2.05647 1.63139 0.57697
C -1.09113 0.72939 0.56241
N -0.89579 -0.15867 -0.35886
H -2.90056 1.46567 0.04184
H -2.15432 2.25785 1.36072
H -0.36734 0.75042 1.37055
H -0.01618 -0.76708 -0.29975
H -1.54039 -0.24241 -1.12952

Density functional theory data (wB97M-V/def2-TZVPD) for a cluster of 2 separate species, C2H8N3 in total at a distorted geometry.

* calculated total energy: -245.0084 a.u.
* spin multiplicity: 1
* HOMO: -14.559 eV
* relative energy (zero: lowest compared OMol25 entry of this formula, charge and spin): 155.5 kJ/mol
* lowest unoccupied orbital energy: -3.30 eV
* total charge: +1

Atoms and positions in Å:
C 0.57604 -0.53954 1.33838
C -1.27978 0.45979 -2.79702
N 0.93100 -0.68022 2.57348
N -0.85932 0.36299 -1.60831
N 1.11403 0.29940 0.54480
H -0.30007 -1.15678 0.93028
H -0.67106 0.39218 -3.66444
H -2.36196 0.51730 -2.91599
H 0.38125 -1.18236 3.19000
H 1.55518 -0.09082 3.09180
H 0.80125 0.41955 -0.37764
H -1.78596 0.39286 -1.09402
H 1.89942 0.80567 0.78868

Density functional theory data (wB97M-V/def2-TZVPD) for a structure of composition C2H8N3O at a distorted geometry.

* calculated total energy: -319.9868 a.u.
* spin multiplicity: 1
* HOMO (spin up / spin down): -13.881 / -13.809 eV
* relative energy (zero: lowest compared OMol25 entry of this formula, charge and spin): 886.8 kJ/mol
* lowest unoccupied orbital energy (spin up / spin down): -5.81 / -5.60 eV
* total charge: +1

Atoms and positions in Å:
C 0.82363 0.27030 0.03328
C 0.66210 1.55012 1.03170
N 1.79360 -0.58889 -0.13527
N -0.32315 -0.33583 0.01477
N -0.60292 -1.69066 -0.62361
O 2.40274 -1.34683 -0.79445
H -0.43002 1.70576 0.89494
H 1.27481 2.49885 0.81904
H 1.03360 1.13122 1.93989
H -2.49046 1.58656 -0.72331
H -1.86745 1.13609 -0.43267
H -1.37735 -1.98445 -0.00179
H 0.16382 -2.39096 -0.50402
H -1.06296 -1.54128 -1.51848